(1)
A structure of composition C9H13Br3O4 at a distorted geometry. Source: the OMol25 dataset; level of theory: ωB97M-V with the def2-TZVPD basis set.

Values from the calculation:
ΔE to the lowest compared entry with this formula, charge and spin: 0.8908 eV
Calculated total energy: -8373.71862 Eh

Geometry (Å):
O: 4.2851 11.1925 4.1229
C: 4.8440 10.6226 4.9958
O: 5.8950 11.0915 5.6652
C: 6.3072 10.2304 6.7613
C: 5.6075 8.9085 6.5576
C: 4.4194 9.2184 5.5954
H: 6.0360 10.7206 7.6914
H: 7.3772 10.1392 6.6492
H: 5.3780 8.4482 7.4618
H: 6.2381 8.1442 6.0493
H: 3.4742 9.3745 6.1511
H: 4.3007 8.5147 4.7345
O: 4.7992 5.9427 7.3431
C: 5.4850 5.6533 6.4447
O: 5.3882 6.2343 5.1984
C: 6.3523 5.4966 4.3515
C: 7.4267 5.0106 5.2751
C: 6.5715 4.5581 6.4570
H: 6.5418 6.2411 3.4925
H: 5.7705 4.6242 4.0226
H: 7.9852 5.8868 5.7020
H: 8.0990 4.2135 4.9523
H: 6.9540 4.4311 7.4405
H: 6.0649 3.5823 6.1778
C: 10.3621 9.0952 8.1504
Br: 9.6408 9.7434 9.7385
Br: 10.4350 10.3335 6.6148
Br: 9.6312 7.3720 7.5520
H: 11.3678 8.9311 8.3798

natural (NBO) population analysis, charges in e, atoms 1 to 5:
1 O -0.574
2 C 0.798
3 O -0.496
4 C -0.069
5 C -0.450

(2)
An isolated molecule of CH3NOS at a distorted geometry. Source: the OMol25 dataset; level of theory: ωB97M-V with the def2-TZVPD basis set.

Values from the calculation:
Spin multiplicity: 3
ΔE to the lowest compared entry with this formula, charge and spin: 4.3438 eV
Calculated total energy: -567.82916 Eh

Geometry (Å):
C: 0.5466 0.3698 -0.2728
N: 0.2249 -0.6979 0.6397
O: -2.1110 0.5218 0.2327
S: -1.0816 -0.3851 -0.4919
H: 0.3369 1.4651 0.2229
H: 1.3554 0.3984 -0.9353
H: 0.7288 -1.6720 0.6048

natural (NBO) population analysis, charges in e, atoms 1 to 5:
1 C -0.380
2 N -0.780
3 O -0.599
4 S 0.944
5 H 0.224

(3)
An isolated molecule of C3H4N2O2 at a distorted geometry. Source: the OMol25 dataset; level of theory: ωB97M-V with the def2-TZVPD basis set.

Values from the calculation:
SMILES: O=c1ccn(O)[nH]1
ΔE to the lowest compared entry with this formula, charge and spin: 4.3240 eV
Calculated total energy: -376.60489 Eh

Geometry (Å):
C: -1.3075 0.1186 0.5079
C: -0.8365 0.1450 -0.7459
C: -0.1091 0.1234 1.3819
N: 1.0176 0.1447 0.5613
N: 0.5263 0.2879 -0.7918
O: -0.1032 0.0675 2.6007
O: 1.0559 -0.5599 -1.8858
H: -2.2683 0.3424 0.7880
H: -1.3552 0.1542 -1.7057
H: 1.9223 0.5762 0.8013
H: 1.4576 -1.3999 -1.5118

natural (NBO) population analysis, charges in e, atoms 1 to 5:
1 C -0.362
2 C 0.021
3 C 0.612
4 N -0.489
5 N 0.008

(4)
A structure of composition C11H8F5N2OS7Te2W. Source: the OMol25 dataset; level of theory: ωB97M-V with the def2-TZVPD basis set.

Values from the calculation:
ΔE to the lowest compared entry with this formula, charge and spin: 0.0000 eV
Total charge: -1
Calculated total energy: -4498.77155 Eh

Geometry (Å):
W: -0.2528 0.2892 0.3791
C: -1.7876 -0.8585 3.4284
C: -0.3199 -1.0459 3.3040
N: 0.3587 -0.7502 2.2351
C: 1.7026 -1.0457 2.3459
C: 2.0498 -1.5948 3.5323
S: 0.6695 -1.7043 4.5446
C: 2.5454 -0.7216 1.1969
C: 3.8857 -0.8474 1.0894
S: 4.4152 -0.1555 -0.3831
C: 2.7958 0.2431 -0.8045
N: 1.9331 -0.1404 0.0947
C: 2.4828 1.0188 -2.0365
H: -2.2595 -1.2039 2.5057
H: -2.0095 0.2063 3.5019
H: -2.1861 -1.3958 4.2871
H: 3.0230 -1.9161 3.8619
H: 4.5754 -1.2549 1.8087
H: 3.2938 1.7142 -2.2525
H: 1.5562 1.5738 -1.8805
H: 2.3596 0.3544 -2.8919
S: -4.5101 -1.3917 -5.7233
C: -3.5804 -1.1332 -4.3861
S: -4.2115 -0.5764 -2.8781
C: -2.7156 -0.5143 -1.9840
C: -1.6312 -0.8886 -2.6937
S: -0.0658 -0.9936 -1.9642
S: -1.8785 -1.3840 -4.3454
S: -2.7016 -0.0344 -0.3432
F: 0.8002 1.5461 1.4128
Te: -1.7894 3.0642 -0.9658
F: -1.5747 1.3332 1.4917
F: -0.9851 4.1966 0.4146
F: -0.9565 4.3273 -2.0969
F: -2.3665 2.3434 -2.7197
O: -0.3647 1.9025 -0.9393
Te: -0.2997 -2.5620 -0.1460

natural (NBO) population analysis, charges in e, atoms 1 to 5:
1 W 1.325
2 C -0.676
3 C 0.136
4 N -0.475
5 C 0.201

(5)
A cluster of 6 separate species, C21H31BFO17 in total. Source: the OMol25 dataset; level of theory: ωB97M-V with the def2-TZVPD basis set.

Values from the calculation:
Total charge: -1
Calculated total energy: -2222.80762 Eh

Geometry (Å):
O: -3.2100 -0.7463 3.4734
C: -3.8195 0.2416 2.9867
O: -3.3060 1.2282 2.3790
B: -5.3827 0.4169 3.0879
F: -6.2286 -0.3892 2.4278
H: -5.8163 1.3256 3.7302
C: -9.9648 1.9286 2.4964
C: -9.3675 3.1254 3.1912
C: -9.2877 4.3862 2.3628
O: -8.1863 5.0670 2.9690
C: -7.3639 4.1174 3.5093
O: -6.2817 4.3336 3.9311
O: -7.9829 2.9064 3.4918
H: -9.8441 1.0348 3.1069
H: -11.0282 2.0880 2.3130
H: -9.4633 1.7432 1.5461
H: -9.8872 3.3161 4.1360
H: -10.1859 4.9980 2.4103
H: -9.0384 4.1802 1.3187
C: -0.4193 1.0349 3.1037
C: 0.5155 0.7590 4.2455
C: -0.1507 0.6846 5.5930
O: 0.9344 1.0529 6.4783
C: 1.7740 1.8460 5.7784
O: 2.6761 2.4615 6.2626
O: 1.4563 1.8491 4.4688
H: 0.1377 1.2219 2.1825
H: -1.0894 0.1905 2.9478
H: -1.0313 1.9129 3.2975
H: 1.1046 -0.1430 4.0494
H: -0.5290 -0.3031 5.8375
H: -0.9504 1.4183 5.7009
C: 4.1623 0.5792 1.9579
C: 3.9931 -0.4626 0.8853
C: 3.9640 0.0611 -0.5281
O: 3.1937 -0.9549 -1.2003
C: 2.3680 -1.5151 -0.2801
O: 1.4824 -2.2614 -0.5505
O: 2.6987 -1.1062 0.9613
H: 4.0207 0.1395 2.9446
H: 5.1613 1.0116 1.9081
H: 3.4268 1.3779 1.8552
H: 4.7508 -1.2447 0.9914
H: 4.9413 0.1457 -0.9932
H: 3.4274 1.0097 -0.6063
C: 1.6459 -2.7733 -3.5698
C: 0.5604 -3.0842 -4.5632
C: 0.7189 -4.3806 -5.3214
O: 0.0072 -4.1093 -6.5386
C: 0.0633 -2.7699 -6.7504
O: -0.2632 -2.2351 -7.7601
O: 0.5527 -2.1393 -5.6594
H: 1.5325 -1.7658 -3.1818
H: 1.6135 -3.4638 -2.7320
H: 2.6283 -2.8352 -4.0469
H: -0.4195 -3.0377 -4.0812
H: 0.2888 -5.2390 -4.8124
H: 1.7620 -4.5882 -5.5740
C: 6.7200 -2.2727 -5.5532
C: 6.0919 -1.4696 -4.4450
C: 5.9496 0.0113 -4.7102
O: 5.9672 0.5494 -3.3795
C: 6.6746 -0.3022 -2.6045
O: 7.0028 -0.0699 -1.4836
O: 6.9265 -1.4526 -3.2662
H: 6.9184 -3.2908 -5.2206
H: 6.0540 -2.3107 -6.4148
H: 7.6714 -1.8358 -5.8595
H: 5.1299 -1.9022 -4.1568
H: 5.0265 0.2797 -5.2166
H: 6.8021 0.4205 -5.2574

Mulliken population analysis, charges in e, atoms 1 to 5:
1 O -0.731
2 C 0.467
3 O -0.669
4 B 0.484
5 F -0.291

(6)
A structure of composition C16H40BaN2O6 at a distorted geometry. Source: the OMol25 dataset; level of theory: ωB97M-V with the def2-TZVPD basis set.

Values from the calculation:
ΔE to the lowest compared entry with this formula, charge and spin: 0.0000 eV
Calculated total energy: -1219.99594 Eh

Geometry (Å):
Ba: -1.1077 0.6755 -0.2069
C: -1.5476 -1.1227 -4.0629
C: -0.1817 -1.3217 -3.4242
O: -0.1010 -0.8539 -2.1481
H: -1.5093 -1.2385 -5.1541
H: -1.9034 -0.1093 -3.8542
H: -2.2944 -1.8284 -3.6918
H: 0.5581 -0.8160 -4.1035
H: 0.1076 -2.3927 -3.5326
C: -4.0229 -1.9451 -0.8811
C: -4.4916 -0.5189 -1.1940
O: -3.7385 0.4571 -0.5772
H: -4.8632 -2.6501 -0.9212
H: -3.6428 -1.9903 0.1444
H: -3.2430 -2.2693 -1.5706
H: -5.5515 -0.4097 -0.8914
H: -4.4803 -0.4176 -2.2989
C: -0.1776 -2.8611 0.3676
O: -0.7054 -1.6387 0.9005
C: -1.1494 -1.8162 2.2316
C: -2.1995 -0.7730 2.6233
N: -1.7603 0.6246 2.4416
C: -0.9215 1.0026 3.5690
C: -0.3531 2.3821 3.4119
O: 0.6460 2.3620 2.4155
C: 1.2176 3.6329 2.2487
H: 0.6082 -2.6809 -0.3603
H: -0.9811 -3.5013 0.0078
H: 0.3864 -3.4054 1.1447
H: -0.3228 -1.7510 2.9544
H: -1.6020 -2.8065 2.3245
H: -2.5226 -0.9432 3.6578
H: -3.0514 -1.0169 1.9820
H: -2.5982 1.2016 2.5032
H: -0.0824 0.3160 3.6845
H: -1.4810 1.0007 4.5174
H: 0.1245 2.6857 4.3547
H: -1.1272 3.1240 3.1652
H: 0.6162 4.2775 1.5963
H: 2.1880 3.5231 1.7556
H: 1.4205 4.1076 3.2163
C: 3.7573 -1.8813 -1.2357
O: 3.2076 -2.1279 0.0466
C: 3.6019 -1.2584 1.0788
C: 2.6110 -0.0918 1.3171
N: 1.9250 0.3663 0.1288
C: 2.5353 1.5067 -0.5563
C: 1.9002 1.8666 -1.8717
O: 0.5863 2.3313 -1.6205
C: -0.2277 2.7781 -2.6863
H: 3.0566 -2.2868 -1.9609
H: 4.7447 -2.3497 -1.3005
H: 3.8851 -0.8159 -1.4242
H: 4.6153 -0.8561 0.9213
H: 3.6507 -1.8801 1.9757
H: 3.1628 0.7387 1.7584
H: 1.8628 -0.4393 2.0367
H: 1.7262 -0.4082 -0.5040
H: 3.6141 1.3653 -0.7270
H: 2.4019 2.3859 0.0783
H: 2.0167 1.1378 -2.6763
H: 2.4626 2.7678 -2.1838
H: 0.3903 3.3603 -3.3906
H: -0.9297 3.5178 -2.3018
H: -0.7155 1.9781 -3.2478

Mulliken population analysis, charges in e, atoms 1 to 5:
1 Ba 1.297
2 C -0.897
3 C -0.736
4 O -0.393
5 H 0.388